An isolated ion of composition C9H13N4O and charge +1, computed with wB97M-V/def2-TZVPD.

Each line ends with the Mulliken charge.
Atoms and positions in Å:
C: 0.487 2.006 -3.319  -0.535
C: 0.811 2.337 -1.995  -0.513
C: -0.732 1.425 -3.180  -0.391
C: -0.148 1.862 -1.168  0.462
C: 0.670 -0.824 -0.071  0.236
C: 1.243 -2.300 1.649  -0.180
C: -0.285 0.109 0.791  -0.205
C: -0.274 -0.499 2.218  0.242
C: -0.169 1.820 0.315  -0.918
N: 1.284 -1.968 0.465  -0.505
N: 0.454 -1.553 2.504  -0.086
N: -0.042 -1.235 -1.303  -0.525
N: -1.128 -0.075 3.184  -0.437
O: -1.066 1.235 -1.900  -0.251
H: 0.932 2.136 -4.251  0.516
H: 1.584 3.029 -1.821  0.512
H: -1.463 1.080 -3.866  0.469
H: 1.426 -0.093 -0.335  0.294
H: 1.915 -3.178 2.006  0.334
H: -1.342 -0.031 0.407  0.335
H: 0.768 2.238 0.618  0.336
H: -0.974 2.253 0.850  0.451
H: 0.345 -1.754 3.532  0.250
H: -0.207 -2.288 -1.164  0.312
H: 0.548 -1.205 -2.064  0.249
H: -0.934 -0.399 4.135  0.244
H: -1.362 0.948 3.234  0.304

total charge	+1
SMILES string	N[C@@H]1N=CNC(=[NH2+])[C@H]1Cc1ccco1
lowest unoccupied orbital energy	-4.245	eV
energy	-17542.730	eV


A 17-piece molecular cluster, H34O17 overall, computed with wB97M-V/def2-TZVPD.

Each line ends with the Mulliken charge.
Atoms and positions in Å:
O: 2.045 2.362 -2.692  -0.709
H: 2.570 2.948 -3.234  0.269
H: 1.107 2.421 -3.029  0.442
O: -0.239 -1.084 -2.494  -0.558
H: -0.736 -0.427 -1.975  0.462
H: 0.284 -1.352 -1.690  0.254
O: -3.850 1.567 1.549  -0.596
H: -2.974 1.856 1.869  0.279
H: -4.035 2.471 1.280  0.312
O: -0.973 2.527 0.654  -0.605
H: -0.580 3.366 0.910  0.266
H: -0.610 1.817 1.182  0.273
O: -0.323 2.622 -3.686  -0.715
H: -0.643 1.727 -3.823  0.316
H: -1.034 3.037 -3.189  0.327
O: -1.670 -3.754 -1.896  -0.676
H: -1.129 -2.978 -2.071  0.401
H: -2.576 -3.469 -1.768  0.299
O: 3.938 -0.489 0.815  -0.603
H: 3.495 -0.153 1.597  0.298
H: 3.648 0.219 0.220  0.318
O: 1.292 -1.850 -0.402  -0.734
H: 2.017 -1.255 -0.681  0.358
H: 1.669 -2.653 -0.782  0.302
O: -1.225 -1.798 -5.186  -0.635
H: -1.459 -0.918 -5.458  0.274
H: -1.018 -2.022 -4.279  0.348
O: -1.484 -0.869 0.053  -0.440
H: -0.674 -1.374 0.132  0.229
H: -2.120 -1.036 0.750  0.217
O: -1.681 1.316 -1.826  -0.558
H: -1.233 1.572 -0.999  0.357
H: -2.567 1.133 -1.498  0.239
O: 2.611 -0.066 -1.703  -0.640
H: 2.018 0.686 -1.817  0.388
H: 3.492 0.219 -1.955  0.242
O: 0.628 -1.229 5.674  -0.618
H: 1.272 -1.625 5.085  0.337
H: -0.173 -1.026 5.185  0.292
O: -0.771 1.365 3.435  -0.564
H: -1.160 1.822 4.164  0.253
H: 0.012 0.845 3.286  0.327
O: -1.820 -3.001 2.773  -0.590
H: -1.140 -3.581 3.121  0.297
H: -2.653 -3.466 2.677  0.270
O: 2.130 3.847 1.880  -0.580
H: 2.811 4.511 1.931  0.289
H: 2.548 3.059 1.535  0.294
O: 1.272 -1.754 2.852  -0.552
H: 1.815 -1.965 2.083  0.272
H: 0.379 -2.047 2.645  0.275

lowest unoccupied orbital energy	-0.270	eV
energy	-35359.534	eV


What are the molar mass values for these records? In order: 193.230, 306.255 g/mol.
What are the relative energy (zero: lowest compared OMol25 entry of this formula, charge and spin) values for these records? In order: 221.1, 239.0 kJ/mol.
What are the Kohn-Sham gap values for these records? In order: 7.31, 10.23 eV.